1.
DFT (ωB97M-V with the def2-TZVPD basis set) results for C26H38CuN4O3Ta as an isolated structure in a non-equilibrium geometry.

Output
LUMO energy (spin up / spin down): -7.614 / -7.613 eV
total charge: +2

Last column: Mulliken charge in e.
Positions of all 73 atoms, in Å:
N: 0.60417 2.30989 -0.98749  -0.54
C: 0.71380 3.42614 -0.49118  0.94
O: 0.82381 4.46946 0.04469  -0.42
Cu: 2.84463 -0.92172 -1.75047  0.24
Ta: 0.09699 0.37269 -0.97238  0.35
N: 1.03942 -0.74340 -2.40712  0.80
N: -1.83727 0.54794 -1.27699  0.94
C: 1.16095 -0.52718 -3.89010  0.89
C: -2.75310 1.57977 -1.79486  1.03
C: 2.20417 -1.50195 -4.45695  -1.65
C: -0.17325 -0.76137 -4.59328  -1.32
C: 1.60668 0.90778 -4.13452  -1.60
C: -3.13240 2.49961 -0.63034  -1.45
C: -4.01186 0.94140 -2.38721  -1.70
C: -2.05222 2.38814 -2.87509  -1.42
H: 3.18052 -1.39262 -3.95661  0.35
H: 2.35585 -1.27187 -5.51913  0.48
H: 1.86768 -2.53926 -4.36969  0.37
H: -0.50087 -1.80523 -4.50574  0.44
H: -0.03376 -0.53503 -5.66370  0.47
H: -0.96622 -0.10086 -4.20618  0.14
H: 0.83031 1.63287 -3.84991  0.23
H: 1.80078 1.02255 -5.21069  0.55
H: 2.53460 1.14683 -3.59912  0.34
H: -3.67809 1.94995 0.14504  0.37
H: -3.77066 3.31384 -1.00231  0.49
H: -2.23576 2.94316 -0.17789  0.22
H: -4.63200 0.46547 -1.62047  0.38
H: -3.74738 0.19910 -3.14940  0.35
H: -4.61398 1.72498 -2.86977  0.46
H: -2.74938 3.17010 -3.21507  0.57
H: -1.80001 1.76092 -3.74140  0.25
H: -1.14598 2.87560 -2.50064  0.24
C: 0.61891 -2.13967 -2.04257  -0.57
H: -0.02683 -2.14434 -1.14023  0.17
H: 0.07010 -2.60630 -2.87085  0.39
H: 1.49077 -2.78015 -1.81189  0.29
C: -2.45783 -0.48723 -0.41438  -0.99
H: -1.69407 -1.15007 0.02989  0.23
H: -3.03135 -0.04448 0.41455  0.44
H: -3.12909 -1.12782 -1.00755  0.39
C: -0.06502 -3.97072 2.90359  -1.95
C: -0.66038 -2.60508 3.10865  1.20
C: -2.01732 -2.41088 2.85883  -0.79
C: -2.60963 -1.15915 3.03924  -1.02
C: -1.82343 -0.08586 3.41943  -0.65
C: -0.44712 -0.26160 3.59576  0.15
N: 0.29803 0.88212 3.88360  0.04
C: 1.59174 1.20694 3.49787  0.06
C: 2.38024 1.99207 4.34512  -0.64
C: 3.74678 2.12087 4.10399  -0.51
C: 4.34528 1.49005 3.00123  -0.86
C: 3.56187 0.80022 2.08522  -0.39
C: 2.18019 0.73344 2.29500  0.31
C: 1.32877 0.38392 1.20555  0.65
O: 1.78125 -0.20787 0.13380  -0.29
O: 0.09019 0.72053 1.13218  -0.59
C: 0.13235 -1.54297 3.55774  0.89
C: 1.54202 -1.79146 3.98846  -1.31
H: 0.79893 -3.94243 2.22543  0.32
H: 0.27279 -4.42123 3.84735  0.40
H: -0.80914 -4.64596 2.46846  0.41
H: -2.61554 -3.26040 2.53143  0.43
H: -3.67880 -1.01932 2.88038  0.49
H: -2.23905 0.91902 3.55094  0.40
H: -0.16947 1.59788 4.43245  0.32
H: 1.90620 2.45681 5.21248  0.47
H: 4.35254 2.70777 4.79300  0.46
H: 5.42326 1.56172 2.84441  0.45
H: 3.98110 0.31229 1.20295  0.37
H: 2.23513 -1.78196 3.13717  0.18
H: 1.89198 -1.06328 4.72729  0.32
H: 1.62348 -2.78307 4.44999  0.55

***

2.
DFT (ωB97M-V with the def2-TZVPD basis set) results for C26H38CuN5S2 as an isolated structure in a non-equilibrium geometry.

Output
LUMO energy: 0.524 eV
total charge: 0

Last column: Mulliken charge in e.
Positions of all 72 atoms, in Å:
Cu: 1.42431 1.14297 -0.32807  -0.45
C: 3.48477 -0.72187 -4.87269  -0.92
N: 2.10549 -0.24100 -4.52236  0.16
C: 1.04243 -0.40926 -5.46375  -0.62
C: -0.17591 0.27761 -4.77666  -0.56
N: 0.37685 0.71932 -3.52505  0.06
C: 1.71442 0.40234 -3.39964  0.44
S: 2.74640 1.10170 -2.20162  -0.38
H: 3.85413 -0.03145 -5.65651  0.33
H: 3.46394 -1.77338 -5.32655  0.28
H: 4.10692 -0.66457 -3.95531  0.29
H: 0.84035 -1.51461 -5.61035  0.34
H: 1.27873 0.04517 -6.48507  0.29
H: -0.97948 -0.46976 -4.75433  0.27
H: -0.58486 1.19093 -5.33621  0.32
H: -0.17177 0.98901 -2.74026  0.01
C: 3.67863 2.41697 4.11655  -1.01
N: 2.21391 2.46828 3.85340  0.08
C: 1.31072 2.11191 4.91390  -0.24
C: 0.07819 2.06503 4.33008  -0.63
N: 0.26226 2.40960 2.98298  0.16
C: 1.56588 2.62100 2.65869  0.34
S: 2.28709 2.89022 1.18015  -0.51
H: 4.16021 1.41592 4.13406  0.28
H: 3.83716 3.07804 4.98635  0.40
H: 4.13182 2.87850 3.26177  0.35
H: 1.81346 1.94449 5.86324  0.45
H: -0.88195 1.72048 4.69948  0.41
H: -0.42684 2.47621 2.20313  0.07
C: -4.86327 0.74167 1.56673  -1.80
C: -3.73594 1.29922 0.82860  0.50
C: -3.62860 2.67549 0.52682  -0.77
C: -2.53784 3.19358 -0.17057  0.65
C: -2.58196 4.63841 -0.58264  -1.73
C: -1.45738 2.31627 -0.38978  -0.54
C: -1.41729 0.89713 -0.04333  -0.24
C: -2.68975 0.44639 0.45980  -0.46
N: -0.26238 0.22065 -0.15083  1.75
C: -0.13508 -1.23425 0.13167  1.33
C: 1.33637 -1.61345 -0.21313  -1.79
C: 1.71706 -3.02056 0.19635  0.28
C: 0.73552 -3.91450 -0.54225  -1.35
C: -0.76997 -3.62338 -0.19569  0.30
C: -0.94437 -3.78954 1.35060  -1.23
C: 0.01645 -2.88321 2.09424  0.27
C: 1.47340 -3.17816 1.69824  -1.29
C: -0.33530 -1.46114 1.66887  -1.67
C: -1.00772 -2.16828 -0.71795  -1.50
H: -5.17657 1.38219 2.39782  0.36
H: -4.68949 -0.24929 2.01550  0.33
H: -5.83296 0.67618 1.04551  0.32
H: -4.49875 3.31358 0.69905  0.31
H: -2.61569 5.30073 0.31061  0.33
H: -3.48708 4.83141 -1.19169  0.35
H: -1.74494 4.99371 -1.17320  0.37
H: -0.50980 2.77329 -0.80341  0.14
H: -2.88421 -0.60655 0.59973  0.39
H: 2.10914 -0.93574 0.20116  0.57
H: 1.45527 -1.51244 -1.31469  -0.01
H: 2.78778 -3.15507 -0.08345  0.43
H: 1.05980 -4.98963 -0.33838  0.40
H: 0.80230 -3.76576 -1.62736  0.53
H: -1.41693 -4.30652 -0.78751  0.31
H: -0.82113 -4.85017 1.61731  0.47
H: -1.96267 -3.56763 1.68796  0.53
H: -0.18941 -2.95968 3.13515  0.39
H: 1.80197 -4.22392 2.01935  0.45
H: 2.14357 -2.40041 2.20037  0.43
H: 0.26148 -0.73366 2.15238  0.38
H: -1.34362 -1.14802 1.92901  0.60
H: -2.05747 -1.87031 -0.71864  0.46
H: -0.65982 -2.07843 -1.71767  0.43

***

3.
DFT (ωB97M-V with the def2-TZVPD basis set) results for C26H38N3O4S3SiTa as an isolated structure in a non-equilibrium geometry.

Output
LUMO energy (spin up / spin down): -7.324 / -7.298 eV
total charge: +2

Last column: Mulliken charge in e.
Positions of all 76 atoms, in Å:
Ta: 0.71302 0.65224 -0.42744  -0.34
O: -2.10922 1.28453 -3.29084  -0.50
C: -1.57940 1.33011 -2.23250  0.20
O: -0.61046 0.45524 -1.82319  0.78
C: -1.78081 2.34938 -1.16267  -0.27
C: -2.63789 3.42954 -1.19188  -1.12
C: -2.61079 4.30416 -0.10858  -0.77
C: -1.71800 4.09234 0.93953  -0.78
C: -0.88335 2.99661 0.86268  0.47
N: -0.93866 2.14166 -0.15593  1.57
C: 0.23899 2.64886 1.79206  0.07
O: 0.49488 3.18492 2.81869  -0.55
O: 0.95318 1.64246 1.23734  -0.20
H: -3.30029 3.57501 -2.03424  0.65
H: -3.27032 5.16175 -0.09079  0.52
H: -1.65180 4.76286 1.78553  0.63
C: 2.49970 -3.22304 0.77867  -1.03
C: 3.15136 -1.88617 0.92314  0.05
N: 2.78020 -0.68912 0.48009  0.88
C: 3.81506 0.20780 0.70992  -0.34
C: 4.90249 -0.26974 1.35919  -0.77
S: 4.67077 -1.91281 1.68384  -0.17
C: 3.70035 1.53856 0.15657  -0.30
C: 4.51955 2.60523 0.32458  -0.37
S: 3.93315 3.92961 -0.57091  -0.15
C: 2.61348 3.02354 -1.10719  0.11
N: 2.62075 1.77682 -0.65803  0.63
C: 1.55552 3.59840 -1.99364  -0.97
H: 1.48454 -3.23918 1.15706  -0.08
H: 3.07286 -3.96784 1.32886  0.64
H: 2.49336 -3.52514 -0.26864  0.28
H: 5.80844 0.25084 1.62010  0.49
H: 5.41455 2.68129 0.91905  0.49
H: 1.95605 4.40012 -2.61161  0.63
H: 0.74088 4.02293 -1.40224  0.19
H: 1.15047 2.83186 -2.65728  0.05
C: 0.95195 -0.69788 -3.91836  -0.98
S: 1.86735 -0.90242 -2.37851  0.43
C: 3.42895 -0.14433 -2.87365  -0.95
H: 1.36911 -1.38446 -4.65202  0.53
H: 1.02793 0.32699 -4.27628  0.31
H: -0.08829 -0.94429 -3.73554  0.17
H: 3.28289 0.89478 -3.15705  0.22
H: 3.82799 -0.70973 -3.71301  0.53
H: 4.12065 -0.21214 -2.03774  0.25
C: -0.43590 -2.92836 -0.41840  -0.62
Si: -1.21385 -1.50372 0.50342  0.25
C: -0.99148 -1.48962 2.40649  2.50
C: -1.92196 -0.45053 3.04441  -1.81
C: 0.43093 -1.20892 2.89332  -1.74
C: -1.36210 -2.89501 2.93710  -1.84
C: -3.02540 -1.38018 -0.12577  2.35
C: -3.75423 -0.06384 0.15946  -1.62
C: -3.77829 -2.50141 0.62150  -2.07
C: -3.14378 -1.68844 -1.62612  -1.92
H: -0.55994 -3.86839 0.12722  0.55
H: 0.61628 -2.78062 -0.60901  -0.53
H: -0.92058 -3.05078 -1.38485  0.35
H: -1.75836 0.55651 2.64565  0.19
H: -1.73133 -0.40710 4.11988  0.56
H: -2.97441 -0.69935 2.91548  0.38
H: 0.80626 -0.23229 2.59717  0.09
H: 1.14000 -1.96376 2.56792  0.21
H: 0.42763 -1.23118 3.98696  0.69
H: -2.38134 -3.19569 2.71185  0.36
H: -1.25924 -2.89500 4.02582  0.52
H: -0.69104 -3.66542 2.55079  0.34
H: -3.78135 0.18927 1.21749  0.33
H: -4.78962 -0.14798 -0.18260  0.58
H: -3.32126 0.77726 -0.37479  0.34
H: -3.89781 -2.28925 1.68240  0.39
H: -3.30617 -3.48035 0.50985  0.41
H: -4.78104 -2.57578 0.19189  0.53
H: -2.61302 -0.98947 -2.26819  0.13
H: -4.20042 -1.63858 -1.90242  0.57
H: -2.80830 -2.69416 -1.87110  0.43

***

> total charge of number 3 (C26H38N3O4S3SiTa)?

+2